C50H27BrI4N5O2Sn | the ωB97M-V functional and the def2-TZVPD basis

As for the total charge: -1. The HOMO-LUMO gap comes out at 5.59 eV. Its HOMO energy is -4.87 eV. Its spin multiplicity is 1.

Each line ends with the Mulliken charge.
Geometry (Å):
Sn 0.830 1.526 -0.734  0.506
I -4.760 5.695 6.350  0.059
C -3.667 4.646 4.894  -0.003
C -3.852 3.280 4.754  -0.702
C -3.126 2.594 3.787  0.168
C -2.225 3.263 2.965  -0.621
C -2.058 4.637 3.125  0.248
C -2.775 5.336 4.088  -0.703
C -1.440 2.533 1.920  0.719
C -1.960 2.531 0.626  0.135
C -3.225 3.119 0.249  -1.534
C -3.378 2.904 -1.078  -1.141
C -2.222 2.157 -1.516  0.201
C -2.054 1.624 -2.795  1.390
C -2.985 2.086 -3.872  -1.201
C -4.278 1.593 -4.002  0.051
C -5.120 2.062 -5.004  -0.680
C -4.659 3.033 -5.877  0.029
I -5.929 3.762 -7.383  0.056
C -3.370 3.535 -5.775  -0.780
C -2.539 3.054 -4.772  0.071
C -1.110 0.653 -3.134  0.083
N -0.061 0.252 -2.369  0.392
C 0.509 -0.815 -2.995  0.387
C 1.592 -1.561 -2.525  1.061
C 2.106 -2.638 -3.429  -1.085
C 1.636 -3.944 -3.340  0.086
C 2.075 -4.919 -4.228  -0.705
C 2.990 -4.577 -5.210  0.008
I 3.636 -6.034 -6.579  0.060
C 3.482 -3.285 -5.313  -0.734
C 3.034 -2.321 -4.419  0.176
C 2.228 -1.392 -1.298  0.207
C 3.249 -2.270 -0.779  -1.490
C 3.606 -1.787 0.432  -1.125
C 2.793 -0.619 0.674  0.562
N 1.988 -0.396 -0.402  0.118
C 2.739 0.051 1.899  0.598
C 1.669 0.854 2.316  0.472
C 1.422 1.271 3.678  -1.192
C 0.229 1.908 3.686  -1.542
C -0.251 1.925 2.326  0.130
N 0.650 1.295 1.521  0.345
C 3.820 -0.270 2.882  -0.846
C 5.115 0.189 2.655  -0.077
C 6.142 -0.089 3.548  -0.747
C 5.863 -0.835 4.680  0.020
I 7.398 -1.235 6.059  0.045
C 4.587 -1.320 4.923  -0.879
C 3.569 -1.033 4.024  0.019
C -0.195 -1.081 -4.228  -1.411
C -1.184 -0.164 -4.322  -1.263
N -1.374 1.976 -0.469  0.409
H -4.552 2.752 5.388  0.387
H -3.263 1.525 3.664  0.576
H -1.357 5.162 2.486  0.493
H -2.636 6.403 4.206  0.373
H -3.906 3.619 0.920  0.475
H -4.214 3.185 -1.700  0.511
H -4.629 0.831 -3.316  0.553
H -6.125 1.671 -5.100  0.393
H -3.015 4.291 -6.463  0.371
H -1.530 3.436 -4.677  0.501
H 0.908 -4.197 -2.577  0.601
H 1.696 -5.931 -4.157  0.391
H 4.197 -3.026 -6.083  0.377
H 3.401 -1.304 -4.494  0.498
H 3.611 -3.161 -1.271  0.457
H 4.313 -2.207 1.131  0.540
H 2.067 1.079 4.520  0.592
H -0.289 2.325 4.536  0.476
H 5.319 0.780 1.770  0.457
H 7.142 0.279 3.362  0.366
H 4.385 -1.921 5.800  0.385
H 2.574 -1.430 4.176  0.660
H 0.032 -1.880 -4.917  0.476
H -1.937 -0.078 -5.092  0.507
Br -1.116 -6.285 4.136  -0.265
C -0.694 -4.690 3.180  -0.034
C 0.510 -4.055 3.431  -0.276
N 0.849 -2.925 2.812  0.025
C -0.007 -2.425 1.913  0.128
C -1.221 -3.013 1.587  -0.523
C -1.580 -4.174 2.252  -0.440
C -2.142 -2.402 0.503  0.099
O -3.202 -3.032 0.313  -0.828
O -1.705 -1.362 -0.036  -0.300
H 1.219 -4.462 4.145  0.412
H 0.268 -1.501 1.414  0.660
H -2.531 -4.637 2.026  0.577